ORCA calculation (ωB97M-V with the def2-TZVPD basis set) on 2 unconnected molecules or ions with the total composition C5H16N2S in a non-equilibrium geometry.

Each line ends with the Mulliken charge.
Geometry (Å):
C (-1.67, 0.85, 1.06)  -1.33
C (-2.46, -0.37, 0.58)  0.52
C (-3.45, -0.14, -0.58)  -1.42
N (-1.44, -1.42, 0.11)  -0.10
H (-0.93, 0.71, 1.87)  0.39
H (-1.15, 1.34, 0.20)  0.36
H (-2.43, 1.54, 1.50)  0.36
H (-2.97, -0.88, 1.42)  0.25
H (-2.90, -0.01, -1.49)  0.40
H (-4.11, 0.70, -0.47)  0.37
H (-4.05, -1.04, -0.71)  0.41
H (-1.08, -1.92, 0.90)  0.45
H (-1.90, -2.10, -0.54)  0.38
H (-0.62, -0.92, -0.24)  -0.31
C (1.91, -0.85, -0.92)  -0.48
C (1.02, 0.25, -0.29)  -0.60
S (1.86, 1.85, -0.01)  -0.43
N (2.75, -1.59, 0.04)  -0.64
H (2.59, -0.32, -1.57)  0.32
H (1.42, -1.59, -1.56)  0.27
H (0.64, -0.15, 0.63)  0.14
H (0.15, 0.37, -0.99)  0.17
H (2.64, -1.33, 1.03)  0.25
H (3.73, -1.29, -0.06)  0.27

Results
E_HOMO: -5.869 eV
E_LUMO: -0.5 eV
Frontier orbital gap: 5.33 eV
Energy above the lowest of the compared OMol25 structures with the same formula, charge and spin: 62.90 kcal per mole
Energy: -19257.0677 eV
Molecular weight: 136.26 g mol⁻¹

---

ORCA calculation (ωB97M-V with the def2-TZVPD basis set) on C4H4O in the gas phase in a non-equilibrium geometry.

Each line ends with the Mulliken charge.
Geometry (Å):
C (1.18, 0.95, -0.35)  -0.18
C (1.78, 0.24, 0.53)  -0.50
C (-1.32, -0.19, -0.10)  -0.23
C (-0.41, 0.90, -0.45)  0.13
O (-1.24, 1.05, 0.58)  -0.31
H (1.62, 1.61, -1.08)  0.35
H (1.57, -0.46, 1.31)  0.31
H (-2.22, -0.33, -0.70)  0.22
H (-1.00, -1.05, 0.46)  0.21

Results
E_HOMO (alpha / beta): -9.028 / -8.433 eV
E_LUMO (alpha / beta): 0.1 / -0.3 eV
Frontier orbital gap (alpha / beta): 9.17 / 8.10 eV
Energy above the lowest of the compared OMol25 structures with the same formula, charge and spin: 126.93 kcal per mole
Energy: -6253.8752 eV
Molecular weight: 68.08 g mol⁻¹

---

ORCA calculation (ωB97M-V with the def2-TZVPD basis set) on C7H7BClN2O3PS in the gas phase in a non-equilibrium geometry.

Each line ends with the Mulliken charge.
Geometry (Å):
C (-3.19, -0.19, -2.71)  -0.50
O (-3.14, -0.61, -1.27)  -0.46
B (-1.77, -1.13, -1.11)  0.65
O (-1.28, -2.29, -1.93)  -0.57
C (-0.67, -0.56, 0.01)  0.29
C (0.54, 0.39, -0.57)  -0.57
C (1.67, 0.93, 0.49)  0.21
P (3.10, 2.01, -0.22)  0.33
O (4.41, 1.58, 0.63)  -0.62
C (1.59, 0.54, 2.09)  0.31
N (2.54, 0.90, 3.22)  -0.42
S (1.90, 0.14, 4.69)  0.24
N (0.44, -0.71, 4.14)  -0.48
C (0.36, -0.42, 2.65)  0.39
C (-0.80, -1.00, 1.60)  0.02
Cl (-2.15, -2.13, 2.26)  -0.15
H (-3.12, -1.11, -3.45)  0.24
H (-2.18, 0.43, -2.87)  0.17
H (-4.15, 0.46, -2.91)  0.23
H (-0.76, -2.85, -1.25)  0.33
H (0.56, 0.62, -1.73)  0.17
H (2.83, 3.43, -0.12)  0.12
H (3.26, 1.57, -1.61)  0.09

Results
E_HOMO: -9.012 eV
E_LUMO: -2.2 eV
Frontier orbital gap: 6.84 eV
Energy: -49809.0910 eV
Molecular weight: 276.45 g mol⁻¹

---

ORCA calculation (ωB97M-V with the def2-TZVPD basis set) on C2H6N2S in the gas phase in a non-equilibrium geometry.

Each line ends with the Mulliken charge.
Geometry (Å):
H (-1.87, -1.60, -0.25)  0.24
N (-1.85, -0.63, -0.06)  -0.59
C (-0.61, -0.32, -0.05)  0.54
C (-0.38, 1.17, -0.11)  -0.99
N (0.68, -1.08, -0.15)  -0.34
S (2.09, -0.13, -0.19)  -0.19
H (0.26, 1.39, -1.02)  0.37
H (-0.02, 1.64, 1.00)  0.24
H (-1.38, 1.52, -0.60)  0.27
H (0.93, -2.21, 0.16)  0.31
H (2.15, 0.25, 1.26)  0.14

Results
E_HOMO: -9.292 eV
E_LUMO: 0.5 eV
Frontier orbital gap: 9.76 eV
Energy above the lowest of the compared OMol25 structures with the same formula, charge and spin: 68.65 kcal per mole
Energy: -15983.8216 eV
Molecular weight: 90.15 g mol⁻¹

---

ORCA calculation (ωB97M-V with the def2-TZVPD basis set) on C21H21BrN4O3 in the gas phase in a non-equilibrium geometry.

Each line ends with the Mulliken charge.
Geometry (Å):
O (2.33, 1.05, -2.53)  -0.63
C (1.34, 1.37, -1.91)  0.06
C (1.07, 2.72, -1.31)  -0.63
C (1.39, 2.76, 0.20)  -0.07
C (2.82, 3.18, 0.51)  -1.05
C (3.92, 2.25, -0.01)  -0.53
C (4.04, 0.93, 0.76)  -0.83
N (2.99, -0.02, 0.44)  0.09
C (2.17, -0.51, 1.38)  0.08
O (2.17, -0.13, 2.54)  -0.68
C (1.19, -1.57, 0.95)  0.83
C (-0.10, -1.46, 1.47)  -0.96
C (-1.05, -2.44, 1.25)  -0.46
C (-0.71, -3.56, 0.50)  -0.73
C (0.56, -3.69, -0.03)  -0.60
C (1.50, -2.70, 0.20)  0.64
Br (3.25, -3.00, -0.48)  -0.15
N (0.34, 0.43, -1.73)  0.24
N (-0.77, 0.70, -1.06)  -0.30
C (-1.71, -0.18, -0.99)  0.64
C (-1.75, -1.52, -1.64)  0.00
O (-0.88, -2.06, -2.31)  -0.68
N (-2.97, -2.05, -1.34)  0.17
C (-3.71, -1.20, -0.53)  -0.51
C (-4.97, -1.37, 0.01)  -0.94
C (-5.47, -0.35, 0.80)  -0.46
C (-4.74, 0.81, 1.05)  -0.81
C (-3.48, 0.98, 0.50)  -0.34
C (-2.96, -0.03, -0.29)  0.88
H (0.01, 2.94, -1.45)  0.43
H (1.67, 3.46, -1.83)  0.40
H (0.73, 3.50, 0.66)  0.43
H (1.16, 1.80, 0.66)  -0.03
H (2.99, 4.17, 0.08)  0.38
H (2.92, 3.27, 1.59)  0.38
H (4.88, 2.76, 0.09)  0.39
H (3.78, 2.04, -1.07)  0.25
H (5.00, 0.46, 0.52)  0.32
H (3.98, 1.11, 1.83)  0.40
H (2.94, -0.33, -0.52)  0.26
H (-0.33, -0.60, 2.07)  0.44
H (-2.04, -2.34, 1.67)  0.49
H (-1.44, -4.34, 0.33)  0.42
H (0.83, -4.55, -0.61)  0.42
H (0.46, -0.48, -2.18)  0.29
H (-3.28, -2.95, -1.66)  0.23
H (-5.54, -2.27, -0.18)  0.44
H (-6.45, -0.46, 1.24)  0.40
H (-5.17, 1.58, 1.67)  0.40
H (-2.90, 1.87, 0.69)  0.57

Results
E_HOMO: -8.632 eV
E_LUMO: -0.7 eV
Frontier orbital gap: 7.93 eV
Energy above the lowest of the compared OMol25 structures with the same formula, charge and spin: 0.00 kcal per mole
Energy: -104264.6579 eV
Molecular weight: 457.33 g mol⁻¹

---

ORCA calculation (ωB97M-V with the def2-TZVPD basis set) on 2 unconnected molecules or ions with the total composition C4H5NO2 in a non-equilibrium geometry.

Each line ends with the Mulliken charge.
Geometry (Å):
O (3.38, 0.01, -0.48)  -0.20
C (2.30, -0.20, -0.80)  -0.01
C (0.64, 0.54, 0.68)  -0.55
C (-0.33, 1.13, -0.24)  -0.27
N (-0.31, -0.35, -0.22)  -0.01
C (-1.39, -1.09, 0.32)  0.04
O (-2.33, -0.58, 0.86)  -0.44
H (0.30, -0.80, -0.92)  0.37
H (0.24, 0.46, 1.70)  0.21
H (0.03, 1.51, -1.20)  0.22
H (-1.29, 1.54, 0.07)  0.29
H (-1.24, -2.17, 0.23)  0.35

Results
E_HOMO: -8.060 eV
E_LUMO: 0.5 eV
Frontier orbital gap: 8.54 eV
Energy above the lowest of the compared OMol25 structures with the same formula, charge and spin: 99.83 kcal per mole
Energy: -9809.9855 eV
Molecular weight: 99.09 g mol⁻¹

---

Number 1 is which compound? C5H16N2S

---

Which of these has the highest energy? C4H4O

---

Please write out number 6 again, unchanged.
ORCA calculation (ωB97M-V with the def2-TZVPD basis set) on 2 unconnected molecules or ions with the total composition C4H5NO2 in a non-equilibrium geometry.

Each line ends with the Mulliken charge.
Geometry (Å):
O (3.38, 0.01, -0.48)  -0.20
C (2.30, -0.20, -0.80)  -0.01
C (0.64, 0.54, 0.68)  -0.55
C (-0.33, 1.13, -0.24)  -0.27
N (-0.31, -0.35, -0.22)  -0.01
C (-1.39, -1.09, 0.32)  0.04
O (-2.33, -0.58, 0.86)  -0.44
H (0.30, -0.80, -0.92)  0.37
H (0.24, 0.46, 1.70)  0.21
H (0.03, 1.51, -1.20)  0.22
H (-1.29, 1.54, 0.07)  0.29
H (-1.24, -2.17, 0.23)  0.35

Results
E_HOMO: -8.060 eV
E_LUMO: 0.5 eV
Frontier orbital gap: 8.54 eV
Energy above the lowest of the compared OMol25 structures with the same formula, charge and spin: 99.83 kcal per mole
Energy: -9809.9855 eV
Molecular weight: 99.09 g mol⁻¹

---

Which of these has the highest energy? C4H4O